ORCA calculation (ωB97M-V with the def2-TZVPD basis set) on C5H6BrN3O2 in the gas phase in a non-equilibrium geometry.

Largest force on an atom, eV/A: 2.0
E_tot, eV: -83884.9648
Energy relative to the best compared isomer or geometry (same formula, charge and spin), kcal per mole: 110.6
HOMO level (alpha / beta), hartree: -0.339 / -0.339
HOMO-LUMO gap (alpha / beta), eV: 8.7 / 8.7
Structure (SMILES): CC1=NN=C(C)C(Br)=[N+]([O-])O1

Atoms and positions in Å:
H: -2.536 1.930 -1.108
O: 1.963 2.419 0.328
H: 1.271 -3.115 -0.155
N: -0.908 0.006 -0.581
Br: 3.700 0.120 -0.215
O: 0.052 1.413 0.958
C: -0.855 1.173 -0.091
C: -1.690 2.306 -0.542
N: -0.223 -1.026 -0.146
C: 1.632 -2.355 0.532
H: 1.325 -2.642 1.537
C: 1.857 0.150 0.202
H: 2.716 -2.312 0.493
H: -2.030 2.873 0.323
N: 1.394 1.354 0.449
C: 1.020 -1.033 0.190
H: -1.103 2.978 -1.173